# C5F19KN2O23S9

A structure of composition C5F19KN2O23S9 at a distorted geometry (ωB97M-V/def2-TZVPD, the OMol25 dataset).

Cartesian coordinates (Å):
K (9.3987, -14.3232, 16.4235)
N (12.9539, -11.0419, 14.2050)
S (12.0819, -10.3272, 13.1868)
O (10.6306, -10.6633, 13.2406)
O (12.7010, -10.1081, 11.9106)
F (12.1170, -8.8369, 13.8827)
S (12.4650, -12.6451, 14.0959)
O (12.5984, -13.1996, 12.7183)
O (11.2752, -12.9031, 14.8839)
F (13.6521, -13.2764, 14.9777)
N (13.2133, -13.7945, 19.9852)
S (14.3843, -13.5362, 19.0874)
O (14.1085, -12.5949, 18.0123)
O (15.5724, -14.4475, 18.9349)
F (15.0334, -12.5890, 20.2176)
S (12.7112, -15.0208, 18.9098)
O (13.4889, -16.2209, 18.6592)
O (11.5959, -14.6255, 17.9741)
F (11.7691, -15.7172, 19.9599)
C (8.8655, -18.0227, 16.5542)
F (8.1942, -17.5020, 17.6087)
F (9.2442, -17.0982, 15.7549)
F (9.9521, -18.6363, 16.9956)
S (7.7188, -19.3030, 15.5925)
O (6.3568, -18.7346, 15.5368)
O (8.1964, -19.5467, 14.2299)
O (7.7795, -20.5751, 16.3066)
C (12.3163, -16.3171, 14.5467)
F (11.6207, -16.2764, 13.4231)
F (13.4148, -15.6486, 14.4511)
F (11.5390, -15.8158, 15.5418)
S (12.7709, -18.1836, 14.9411)
O (13.8184, -18.5224, 13.9965)
O (13.1875, -18.1926, 16.3497)
O (11.6060, -18.9930, 14.7413)
C (7.0182, -14.8102, 20.6384)
F (5.9589, -15.2453, 21.3853)
F (7.8131, -13.9729, 21.4543)
F (7.7471, -15.8296, 20.2735)
S (6.2427, -14.0218, 19.0472)
O (7.3153, -13.9591, 18.0664)
O (5.1264, -14.8942, 18.6486)
O (5.8348, -12.6733, 19.4871)
C (8.5568, -16.1467, 11.9111)
F (9.4233, -15.1192, 11.8154)
F (8.1422, -16.4721, 10.6784)
F (9.1549, -17.2749, 12.3912)
S (7.0562, -15.5382, 13.0878)
O (6.5129, -14.2162, 12.6083)
O (6.0274, -16.5866, 12.9685)
O (7.6983, -15.4220, 14.4005)
C (6.2358, -10.3564, 16.1640)
F (7.3048, -9.6005, 15.9631)
F (6.2906, -10.6709, 17.4610)
F (5.1334, -9.7051, 15.8723)
S (6.4301, -11.9502, 14.9924)
O (5.7066, -13.0089, 15.7466)
O (5.9015, -11.5936, 13.6976)
O (7.8752, -12.2281, 14.9959)

Summary:
- LUMO energy: 0.36859 Ha
- Net charge: -6
- HOMO energy: 5.0 eV
- Molar mass: 1144.7 g mol⁻¹
- Total energy: -220715.3774 eV
- Energy relative to the best compared isomer or geometry (same formula, charge and spin): 575.5 kJ/mol